1.
Here is 2 unconnected molecules or ions with the total composition C9H15BrN2O2 in a non-equilibrium geometry from the OMol25 dataset. Energies are from the ωB97M-V functional and the def2-TZVPD basis.

Positions of all 29 atoms, in Å:
C (-0.28007, 0.61182, -1.52277)
C (-2.57933, 1.82598, 1.43227)
C (0.21980, -0.25695, -0.54568)
C (-0.94039, -1.50044, 1.30260)
C (-1.72446, -1.69351, -1.12991)
C (2.52385, -0.79941, 0.25069)
C (1.89444, 1.54939, -0.04254)
C (-0.53952, -1.54947, -0.16928)
C (1.33870, 0.20412, 0.36806)
N (-0.88483, 1.63734, -1.94048)
N (-1.41335, 2.10470, 1.56866)
O (0.70586, -0.23277, -1.92366)
O (-3.58046, 1.27942, 1.28827)
Br (-0.57789, 3.78917, 1.64620)
H (-0.14980, -1.79428, 1.93776)
H (-1.70118, -2.09352, 1.59875)
H (-1.24053, -0.43440, 1.45421)
H (-2.53646, -0.97718, -0.88605)
H (-2.13019, -2.66191, -1.01601)
H (-1.59347, -1.49377, -2.17655)
H (2.70805, -0.80144, -0.81441)
H (2.17367, -1.83332, 0.51185)
H (3.48047, -0.63505, 0.78739)
H (1.24001, 2.44289, -0.09067)
H (2.55620, 1.52714, -0.88109)
H (2.61181, 1.90124, 0.76414)
H (0.13008, -2.43454, -0.41050)
H (1.06813, 0.33463, 1.48778)
H (-0.77913, 1.98410, -2.84904)

The calculation puts the HOMO energy at -0.36460 hartree. The calculation puts the lowest unoccupied orbital energy at -0.803 eV. The calculation puts the orbital gap at 9.118 eV. The net charge is 0. The calculated total energy is -3185.82011 hartree. The calculation puts the energy above the lowest of the compared OMol25 structures with the same formula, charge and spin at 262.1 kJ/mol.

---

2.
Here is a molecular structure, C37H29O3P2PdS in a non-equilibrium geometry from the OMol25 dataset. Energies are from the ωB97M-V functional and the def2-TZVPD basis.

Positions of all 73 atoms, in Å:
Pd (0.56677, 0.25626, 0.11256)
O (-2.47967, -1.29456, -0.96700)
S (-1.02716, -1.15399, -0.99594)
C (-0.39902, -2.82745, -0.92094)
C (-1.00360, -3.83089, -1.66880)
C (-0.56748, -5.13308, -1.51558)
C (0.44753, -5.42870, -0.60941)
C (0.99896, -4.42940, 0.17117)
C (0.55974, -3.11235, 0.03368)
P (1.19730, -1.82885, 1.17787)
C (2.98308, -2.01472, 0.86845)
C (3.85847, -2.70835, 1.69829)
C (5.19663, -2.81839, 1.34986)
C (5.66557, -2.24943, 0.17777)
C (4.78976, -1.58569, -0.67129)
C (3.45695, -1.46763, -0.32579)
C (0.82361, -2.53105, 2.80228)
C (-0.32543, -3.30516, 2.97176)
C (-0.62623, -3.82705, 4.21782)
C (0.18866, -3.54854, 5.30679)
C (1.29959, -2.73022, 5.15203)
C (1.61588, -2.21107, 3.90835)
C (-0.66862, -0.55191, -2.65244)
C (-0.35065, -1.38997, -3.71055)
C (-0.24519, -0.87550, -4.99356)
C (-0.47514, 0.47204, -5.21660)
C (-0.76714, 1.31144, -4.15157)
C (-0.85781, 0.82518, -2.84896)
P (-1.03743, 2.20235, -1.62149)
C (-1.89979, 1.65721, -0.08174)
C (-3.23892, 1.30137, -0.21415)
C (-3.95721, 0.85487, 0.88325)
C (-3.35701, 0.77441, 2.12944)
C (-2.05398, 1.22191, 2.29374)
C (-1.32224, 1.68111, 1.20485)
C (0.73114, 2.36501, -1.12511)
C (1.05543, 3.49794, -0.35781)
C (2.36950, 3.82979, -0.11682)
C (3.39805, 3.04561, -0.63545)
C (3.10367, 1.93775, -1.40233)
C (1.77917, 1.58627, -1.66115)
H (-1.81593, -3.58774, -2.34172)
H (-1.02615, -5.92402, -2.09311)
H (0.79103, -6.44788, -0.49314)
H (1.75970, -4.66127, 0.90571)
H (3.50334, -3.16688, 2.61088)
H (5.87435, -3.35199, 2.00268)
H (6.71443, -2.31949, -0.07794)
H (5.15201, -1.16780, -1.60147)
H (2.76554, -0.96084, -0.98509)
H (-0.97969, -3.50859, 2.13330)
H (-1.50420, -4.44747, 4.33818)
H (-0.04903, -3.95649, 6.28000)
H (1.91601, -2.48015, 6.00488)
H (2.47562, -1.56111, 3.80599)
H (-0.17012, -2.44079, -3.53654)
H (0.01133, -1.53089, -5.81458)
H (-0.41451, 0.87344, -6.21920)
H (-0.91458, 2.37093, -4.32189)
H (-3.71421, 1.34519, -1.18620)
H (-4.98975, 0.55540, 0.76086)
H (-3.92373, 0.41915, 2.97969)
H (-1.61436, 1.27165, 3.28222)
H (-0.37805, 2.17957, 1.39543)
H (0.26093, 4.12849, 0.02398)
H (2.60140, 4.70979, 0.46774)
H (4.42801, 3.32015, -0.45249)
H (3.90432, 1.35061, -1.83164)
H (1.57506, 0.80432, -2.38185)
O (2.96115, 1.20498, 3.41783)
C (2.18209, 0.81142, 2.58404)
O (2.04808, 1.17229, 1.35663)
H (1.41500, 0.04531, 2.92568)

The calculation puts the HOMO energy (alpha / beta) at -0.39784 / -0.39784 hartree. The calculation puts the lowest unoccupied orbital energy (alpha / beta) at -4.710 / -4.710 eV. The calculation puts the orbital gap (alpha / beta) at 6.115 / 6.116 eV. The net charge is +1. The calculated total energy is -2861.59070 hartree.

---

3.
Here is a molecular structure, C21H43CrO19 in a non-equilibrium geometry from the OMol25 dataset. Energies are from the ωB97M-V functional and the def2-TZVPD basis.

Positions of all 84 atoms, in Å:
Cr (0.14635, -0.55113, 0.08308)
C (-1.31836, -4.69625, -0.16995)
C (-1.27599, -3.42681, -1.14254)
C (-2.49964, -3.20218, -2.00500)
O (-0.82346, -2.31824, -0.49364)
H (-2.08145, -4.61954, 0.60459)
H (-0.37796, -4.87741, 0.35057)
H (-1.52876, -5.64834, -0.65713)
H (-0.46508, -3.77046, -1.78475)
H (-3.33910, -2.82176, -1.42304)
H (-2.82288, -4.16293, -2.40569)
H (-2.29760, -2.49958, -2.81349)
C (2.97943, -3.61920, -1.27436)
O (3.89614, -2.71488, -0.78058)
C (3.41066, -1.56314, -0.23030)
O (2.20692, -1.17066, -0.29027)
O (4.33169, -0.99872, 0.49572)
C (3.95807, 0.11730, 1.27461)
H (2.11304, -3.73450, -0.62307)
H (3.38860, -4.61982, -1.41376)
H (2.64550, -3.38950, -2.28621)
H (3.30007, -0.25646, 2.05911)
H (3.44279, 0.81543, 0.61491)
H (4.81092, 0.70262, 1.61835)
C (2.77466, -2.47724, 4.86278)
O (2.28978, -1.91321, 3.66656)
C (1.10240, -2.04218, 3.04625)
O (0.77745, -1.31351, 2.11711)
O (0.32843, -2.98831, 3.62806)
C (-1.02648, -3.23555, 3.16461)
H (3.84741, -2.29687, 4.79375)
H (2.49568, -3.52591, 4.96558)
H (2.43953, -1.94853, 5.75511)
H (-1.66169, -2.45561, 3.58446)
H (-1.44847, -4.18356, 3.49821)
H (-1.14264, -3.32174, 2.08425)
C (-2.34656, 4.79551, -1.26516)
O (-1.57101, 3.60548, -0.89563)
C (-1.77582, 2.40301, -1.42957)
O (-1.14177, 1.47209, -0.93577)
O (-2.65339, 2.43823, -2.43951)
C (-2.72921, 1.25271, -3.26043)
H (-3.36226, 4.68679, -0.88485)
H (-2.35508, 5.04966, -2.32508)
H (-1.89055, 5.62706, -0.72786)
H (-2.94799, 0.31893, -2.74244)
H (-1.80687, 1.10944, -3.82332)
H (-3.43725, 1.23177, -4.08888)
C (1.13352, 4.93727, 0.71800)
O (1.13137, 3.56586, 0.22556)
C (1.30509, 2.47002, 1.04144)
O (1.26210, 1.31515, 0.65006)
O (1.32473, 2.78748, 2.39306)
C (1.52773, 1.74466, 3.31676)
H (0.45470, 5.02370, 1.56643)
H (0.56278, 5.65928, 0.13399)
H (2.16572, 5.28701, 0.73683)
H (1.73892, 2.04139, 4.34411)
H (2.41284, 1.16178, 3.06191)
H (0.57074, 1.23535, 3.20335)
C (-3.64082, 2.77358, 2.48447)
O (-2.58011, 1.87043, 2.50550)
C (-2.42064, 0.87839, 1.63561)
O (-1.43281, 0.22255, 1.53265)
O (-3.54922, 0.66080, 0.91788)
C (-3.78337, -0.48337, 0.12424)
H (-3.39133, 3.74283, 2.05272)
H (-3.97386, 2.84206, 3.52008)
H (-4.46726, 2.49313, 1.83143)
H (-4.53287, -0.31120, -0.64823)
H (-4.03920, -1.30718, 0.79056)
H (-2.85685, -0.70730, -0.40445)
C (0.80440, 0.46895, -5.60697)
O (0.31729, 0.14714, -4.38946)
C (0.95729, 0.39895, -3.19925)
O (0.57918, -0.06937, -2.08376)
O (2.10822, 1.20513, -3.41342)
C (2.97234, 1.59127, -2.32614)
H (1.40841, 1.37630, -5.60537)
H (0.03156, 0.72347, -6.33225)
H (1.36423, -0.30999, -6.12460)
H (3.93535, 1.74501, -2.81305)
H (3.10323, 0.92080, -1.47678)
H (2.93840, 2.63633, -2.01825)

The calculation puts the HOMO energy (alpha / beta) at -0.08390 / -0.23913 hartree. The calculation puts the lowest unoccupied orbital energy (alpha / beta) at 0.549 / 0.541 eV. The calculation puts the orbital gap (alpha / beta) at 2.832 / 7.048 eV. The net charge is 0. The calculated total energy is -3299.78633 hartree. As for the spin multiplicity: 6.